No. 1
{"formula": "C31H38I2N2O5P2", "method": "ωB97M-V/def2-TZVPD", "de_lowest_kcal_mol": 129.52, "smiles": "CCCCCC[C@@](C#N)([C@@](C#N)(/C(I)=C(/C)I)P(O)O)P(=O)(O)O.c1ccccc1.c1ccccc1.c1ccccc1", "homo_lumo_gap_ha": 0.3062, "total_energy_ev": -80756.0596, "largest_force_ev_per_a": 7.41, "total_charge": 0, "species": ["C", "C", "C", "C", "C", "C", "C", "C", "N", "C", "C", "N", "C", "I", "C", "C", "I", "P", "O", "O", "P", "O", "O", "O", "H", "H", "H", "H", "H", "H", "H", "H", "H", "H", "H", "H", "H", "H", "H", "H", "H", "H", "H", "H", "C", "C", "C", "C", "C", "C", "H", "H", "H", "H", "H", "H", "C", "C", "C", "C", "C", "C", "H", "H", "H", "H", "H", "H", "C", "C", "C", "C", "C", "C", "H", "H", "H", "H", "H", "H"], "xyz": [[3.0555, 0.7207, 2.3525], [2.1922, 0.0090, 1.1863], [1.1600, 1.0804, 0.5733], [-0.3249, 1.0203, 1.2594], [-1.3805, 1.6784, 0.1895], [-2.0935, 0.5439, -0.6893], [-3.4052, -0.1495, -0.0561], [-4.5430, 0.0355, -1.2191], [-5.3661, 0.1940, -2.0937], [-3.3003, -1.7841, 0.0518], [-2.9877, -2.2144, -1.5021], [-2.6805, -2.5076, -2.6386], [-2.0633, -2.3512, 0.8756], [-0.2353, -2.9390, -0.2370], [-1.9499, -2.5861, 2.2731], [-0.5868, -3.1726, 2.9496], [-3.5981, -2.2070, 3.6010], [-4.9905, -2.6603, 0.3342], [-5.7454, -2.9216, -1.2121], [-4.5497, -4.2748, 0.8100], [-4.1630, 0.7392, 1.4246], [-4.5933, 2.1421, 0.8829], [-5.5963, 0.0663, 2.0441], [-3.1115, 1.0609, 2.7208], [2.6069, 1.7333, 2.6478], [3.1478, -0.0228, 3.2187], [4.1163, 0.9420, 1.9364], [2.9464, -0.2472, 0.3395], [1.7038, -0.9820, 1.4820], [0.9742, 0.7748, -0.5358], [1.5712, 2.1586, 0.5183], [-0.2939, 1.6745, 2.2189], [-0.6235, -0.0554, 1.5173], [-2.0666, 2.4606, 0.6582], [-0.6965, 2.2680, -0.5449], [-1.2499, -0.2079, -0.9620], [-2.3546, 1.0447, -1.7049], [-0.7662, -3.3235, 4.0863], [-0.4772, -4.2430, 2.5118], [0.3187, -2.5081, 2.7412], [-6.3313, -2.1342, -1.3641], [-4.4653, -4.8228, -0.0206], [-6.2788, 0.7684, 2.1780], [-3.6725, 1.2907, 3.5057], [4.7182, -0.1424, -2.2947], [5.9170, -0.6778, -2.7566], [7.1238, -0.0619, -2.4380], [7.1317, 1.0927, -1.6604], [5.9324, 1.6334, -1.2061], [4.7258, 1.0154, -1.5216], [3.7779, -0.6265, -2.5377], [5.9108, -1.5766, -3.3651], [8.0586, -0.4815, -2.7955], [8.0724, 1.5716, -1.4098], [5.9379, 2.5371, -0.6046], [3.7907, 1.4358, -1.1654], [-10.0650, -2.7044, 4.1106], [-8.9432, -2.6333, 3.2900], [-8.1619, -1.4817, 3.2762], [-8.5053, -0.3985, 4.0809], [-9.6324, -0.4661, 4.8947], [-10.4114, -1.6191, 4.9111], [-10.6701, -3.6048, 4.1261], [-8.6770, -3.4768, 2.6609], [-7.2856, -1.4279, 2.6389], [-7.8950, 0.4991, 4.0728], [-9.9035, 0.3804, 5.5176], [-11.2887, -1.6727, 5.5473], [8.6294, 1.9235, -5.2885], [9.7535, 1.9770, -6.1075], [10.5509, 3.1176, -6.1225], [10.2218, 4.2072, -5.3212], [9.0925, 4.1572, -4.5091], [8.2971, 3.0152, -4.4913], [8.0115, 1.0317, -5.2719], [10.0088, 1.1285, -6.7343], [11.4292, 3.1577, -6.7586], [10.8446, 5.0955, -5.3307], [8.8323, 5.0090, -3.8885], [7.4180, 2.9753, -3.8564]]}

=====

No. 2
{"formula": "C31H38MoO2P4", "method": "ωB97M-V/def2-TZVPD", "de_lowest_kcal_mol": 1.46, "s2": 2.0188, "homo_lumo_gap_ha": [0.2170, 0.2123], "total_energy_ev": -75833.1518, "largest_force_ev_per_a": 0.99, "total_charge": 4, "multiplicity": 3, "species": ["Mo", "C", "P", "C", "C", "C", "P", "C", "C", "H", "H", "H", "H", "H", "H", "H", "H", "H", "H", "H", "H", "H", "H", "H", "H", "O", "P", "C", "P", "O", "C", "C", "C", "C", "C", "C", "C", "C", "C", "C", "C", "C", "C", "C", "C", "C", "C", "C", "C", "C", "C", "C", "C", "C", "H", "H", "H", "H", "H", "H", "H", "H", "H", "H", "H", "H", "H", "H", "H", "H", "H", "H", "H", "H", "H", "H"], "xyz": [[0.1360, 1.7402, 0.2569], [-1.0394, 1.8061, 3.6654], [0.2198, 2.5206, 2.5939], [1.8530, 2.1483, 3.2855], [-0.0244, 4.3281, 2.5763], [0.7590, 4.9855, 1.4342], [0.3929, 4.2032, -0.1838], [1.9088, 4.3029, -1.1782], [-0.9020, 5.1444, -1.0084], [-0.9009, 2.2357, 4.6619], [-0.9330, 0.7231, 3.7301], [-2.0398, 2.0511, 3.3089], [2.0807, 2.8936, 4.0514], [2.6437, 2.1632, 2.5358], [1.8258, 1.1633, 3.7526], [0.2826, 4.7219, 3.5486], [-1.0993, 4.5077, 2.4836], [1.8375, 4.9151, 1.5965], [0.5158, 6.0479, 1.3543], [2.2878, 5.3258, -1.0915], [1.7021, 4.0933, -2.2279], [2.6816, 3.6236, -0.8139], [-0.4820, 6.1320, -1.2184], [-1.7774, 5.2545, -0.3680], [-1.1974, 4.6745, -1.9463], [1.5164, 0.4950, -0.0515], [1.5033, -1.0938, -0.4241], [0.0065, -1.7556, 0.3857], [-1.6200, -0.9954, 0.0431], [-1.3160, 0.6057, 0.0235], [-2.2120, -1.4505, -1.5387], [-2.9275, -2.6509, -1.6268], [-3.3660, -3.0806, -2.8679], [-3.1100, -2.3125, -3.9982], [-2.4096, -1.1124, -3.9042], [-1.9535, -0.6742, -2.6751], [-2.6955, -1.3316, 1.3815], [-3.7344, -0.4278, 1.6475], [-4.6613, -0.7426, 2.6249], [-4.5636, -1.9484, 3.3163], [-3.5394, -2.8473, 3.0416], [-2.5983, -2.5468, 2.0708], [1.3767, -1.2578, -2.1656], [1.6584, -0.1738, -3.0041], [1.6195, -0.3512, -4.3771], [1.3111, -1.5996, -4.9054], [1.0378, -2.6794, -4.0709], [1.0717, -2.5176, -2.6970], [2.9024, -1.8511, 0.2843], [3.0527, -1.8806, 1.6822], [4.1600, -2.4952, 2.2275], [5.1098, -3.0830, 1.3890], [4.9627, -3.0501, 0.0090], [3.8603, -2.4299, -0.5566], [0.1802, -1.7700, 1.4655], [-0.0563, -2.7994, 0.0554], [-3.1598, -3.2329, -0.7418], [-3.9260, -4.0023, -2.9511], [-3.4751, -2.6435, -4.9619], [-2.2364, -0.5175, -4.7911], [-1.4208, 0.2649, -2.6027], [-3.8381, 0.4887, 1.0793], [-5.4761, -0.0634, 2.8375], [-5.3006, -2.1937, 4.0701], [-3.4779, -3.7839, 3.5793], [-1.8092, -3.2589, 1.8558], [1.9453, 0.7860, -2.5927], [1.8527, 0.4715, -5.0398], [1.3016, -1.7389, -5.9788], [0.8142, -3.6503, -4.4924], [0.8816, -3.3704, -2.0541], [2.3106, -1.4368, 2.3379], [4.2896, -2.5315, 3.3006], [5.9721, -3.5734, 1.8224], [5.7068, -3.5089, -0.6278], [3.7479, -2.4020, -1.6328]]}

=====

No. 3
{"formula": "C31H38N3OP2PtS", "method": "ωB97M-V/def2-TZVPD", "de_lowest_kcal_mol": 0.00, "homo_lumo_gap_ha": 0.3108, "total_energy_ev": -71938.4878, "largest_force_ev_per_a": 0.53, "total_charge": 1, "species": ["Pt", "C", "P", "C", "N", "C", "C", "C", "C", "C", "C", "N", "C", "P", "C", "C", "C", "C", "C", "C", "C", "C", "C", "H", "H", "H", "H", "H", "H", "H", "H", "H", "H", "H", "H", "H", "H", "H", "H", "H", "H", "H", "H", "H", "H", "H", "H", "H", "H", "H", "H", "N", "C", "O", "S", "C", "C", "C", "C", "C", "C", "C", "C", "C", "C", "C", "C", "H", "H", "H", "H", "H", "H", "H", "H", "H", "H"], "xyz": [[-0.3166, 0.7599, 0.0272], [-2.5065, -2.0929, -0.1997], [-1.0948, -1.2137, -0.9149], [-1.6142, -0.7899, -2.6198], [-2.0292, -1.7208, -3.4416], [-2.2679, -1.3516, -4.7233], [-2.7047, -2.3215, -5.6579], [-2.9109, -1.9587, -6.9542], [-2.6946, -0.6219, -7.3802], [-2.2810, 0.3334, -6.5023], [-2.0621, -0.0134, -5.1472], [-1.6838, 0.9425, -4.2657], [-1.4816, 0.5614, -3.0304], [-1.0868, 1.8068, -1.7580], [-0.0477, 3.0302, -2.5669], [-2.6998, 2.6169, -1.3298], [-3.5600, 1.6406, -0.5207], [-2.3958, 3.8642, -0.4880], [-3.4456, 3.0190, -2.6055], [0.2747, -2.4527, -1.0945], [0.7403, -2.8373, 0.3161], [-0.1541, -3.7191, -1.8393], [1.4136, -1.7616, -1.8520], [-2.8282, -2.8815, -0.8787], [-3.3289, -1.3985, -0.0314], [-2.2110, -2.5252, 0.7560], [-2.8571, -3.3352, -5.3125], [-3.2417, -2.6945, -7.6747], [-2.8653, -0.3647, -8.4169], [-2.1146, 1.3589, -6.8026], [-0.5304, 3.4089, -3.4659], [0.8933, 2.5505, -2.8373], [0.1695, 3.8321, -1.8639], [-3.0358, 1.2730, 0.3640], [-3.8776, 0.7885, -1.1297], [-4.4616, 2.1587, -0.1878], [-1.7650, 3.6392, 0.3729], [-3.3403, 4.2675, -0.1171], [-1.9126, 4.6439, -1.0769], [-3.7555, 2.1527, -3.1887], [-2.8508, 3.6684, -3.2483], [-4.3440, 3.5705, -2.3200], [0.0047, -3.4644, 0.8229], [0.9478, -1.9686, 0.9411], [1.6589, -3.4209, 0.2276], [-0.9674, -4.2378, -1.3300], [0.7002, -4.3995, -1.8645], [-0.4618, -3.5174, -2.8619], [1.7793, -0.8825, -1.3176], [1.1063, -1.4560, -2.8552], [2.2437, -2.4620, -1.9608], [1.0215, 3.4875, 0.9233], [0.5454, 2.4858, 0.6015], [-0.0445, -0.1811, 1.9675], [0.4812, 0.7399, 3.1086], [0.4749, -0.3778, 4.4912], [-0.2591, -1.5533, 4.4626], [-0.2339, -2.3780, 5.5756], [0.5145, -2.0243, 6.6916], [1.2521, -0.8495, 6.7003], [1.2435, -0.0195, 5.5893], [-0.9090, 1.7769, 3.5117], [-2.1945, 1.2514, 3.5369], [-3.2516, 2.0944, 3.8287], [-3.0154, 3.4406, 4.0958], [-1.7277, 3.9514, 4.0610], [-0.6596, 3.1176, 3.7568], [-0.8176, -1.8220, 3.5770], [-0.7959, -3.3022, 5.5718], [0.5299, -2.6743, 7.5561], [1.8442, -0.5840, 7.5654], [1.8280, 0.8927, 5.5770], [-2.3608, 0.2024, 3.3277], [-4.2604, 1.7047, 3.8583], [-3.8459, 4.0938, 4.3298], [-1.5516, 5.0008, 4.2537], [0.3458, 3.5095, 3.6767]]}